a.
Molecular formula: C4H12O2
Method: DFT, ωB97M-V/def2-TZVPD

Each atom is followed by the atoms it is bonded to, with distances in Å.
Geometry (Å):
1 C -0.129 1.958 -0.280  C2 1.533, H6 1.093, H7 1.086, H8 1.090
2 C -0.160 0.490 0.158  C1 1.533, C3 1.539, H9 1.084, H10 1.102
3 C 1.248 -0.131 0.213  C2 1.539, C4 1.527, O5 1.432, H11 1.094
4 C 1.210 -1.525 0.836  C3 1.527, H12 1.094, H13 1.096, H14 1.086
5 O 1.711 -0.286 -1.133  C3 1.432, H15 0.965
6 H 0.469 2.587 0.386  C1 1.093
7 H 0.316 2.083 -1.263  C1 1.086
8 H -1.130 2.389 -0.277  C1 1.090
9 H -0.781 -0.145 -0.463  C2 1.084
10 H -0.676 0.364 1.124  C2 1.102
11 H 1.875 0.480 0.868  C3 1.094
12 H 2.126 -2.017 0.496  C4 1.094
13 H 0.415 -2.102 0.351  C4 1.096
14 H 1.043 -1.528 1.909  C4 1.086
15 H 2.134 0.556 -1.345  O5 0.965
16 O -2.919 -0.825 -0.492  H17 0.964, H18 0.954
17 H -3.203 -1.510 0.123  O16 0.964
18 H -3.549 -0.836 -1.209  O16 0.954

The LUMO energy comes out at 0.027 hartree. Its SMILES is CC[C@@H](C)O.O.

---

b.
Molecular formula: C4H12O2
Method: DFT, ωB97M-V/def2-TZVPD

Each atom is followed by the atoms it is bonded to, with distances in Å.
Geometry (Å):
1 C -0.375 1.158 0.455  C2 1.467, H5 1.208, H6 1.087, H7 1.087
2 C -1.295 0.189 -0.148  C1 1.467, C3 1.508, O4 1.701, H8 1.088
3 C -1.939 0.593 -1.451  C2 1.508, H9 1.089, H10 1.091, H11 1.091
4 O -0.442 -1.244 -0.479  C2 1.701, H12 0.965
5 H 0.735 0.829 0.110  C1 1.208
6 H -0.259 1.025 1.528  C1 1.087
7 H -0.594 2.195 0.212  C1 1.087
8 H -1.998 -0.252 0.556  C2 1.088
9 H -2.510 -0.229 -1.882  C3 1.089
10 H -2.618 1.428 -1.275  C3 1.091
11 H -1.184 0.917 -2.168  C3 1.091
12 H -0.336 -1.329 -1.435  O4 0.965
13 C 2.400 -0.874 1.274  O14 1.410, H15 1.092, H16 1.094, H17 1.097
14 O 1.833 -0.428 0.062  C13 1.410, H18 1.116
15 H 3.304 -0.299 1.486  C13 1.092
16 H 2.664 -1.935 1.223  C13 1.094
17 H 1.711 -0.750 2.118  C13 1.097
18 H 0.902 -0.993 -0.185  O14 1.116

The LUMO energy comes out at 0.032 hartree. Its SMILES is CC(C)O.CO.

---

Short version: a, b, most stable first.

---

a.
Molecular formula: C4H12O2
Method: DFT, ωB97M-V/def2-TZVPD

Each atom is followed by the atoms it is bonded to, with distances in Å.
Geometry (Å):
1 C 2.465 0.046 -0.200  C2 1.564, H4 1.099, H5 1.070, H6 1.132
2 C 1.254 -0.607 0.544  C1 1.564, O3 1.493, H7 1.063, H8 1.064
3 O 1.668 -1.876 1.211  C2 1.493, H9 0.966
4 H 3.339 -0.144 0.439  C1 1.099
5 H 2.407 1.102 -0.367  C1 1.070
6 H 2.605 -0.388 -1.236  C1 1.132
7 H 0.940 0.123 1.251  C2 1.063
8 H 0.445 -0.752 -0.133  C2 1.064
9 H 1.429 -2.539 0.551  O3 0.966
10 C -2.026 0.720 -1.067  C11 1.519, H13 1.112, H14 1.026, H15 1.142
11 C -1.514 0.819 0.359  C10 1.519, O12 1.503, H16 1.130, H17 1.086
12 O -2.154 -0.283 1.156  C11 1.503, H18 0.928
13 H -1.627 -0.143 -1.642  C10 1.112
14 H -1.866 1.520 -1.690  C10 1.026
15 H -3.165 0.805 -1.050  C10 1.142
16 H -0.396 0.958 0.276  C11 1.130
17 H -1.833 1.724 0.868  C11 1.086
18 H -1.970 -1.087 0.730  O12 0.928

The LUMO energy comes out at 0.026 hartree. Its SMILES is CCO.CCO.

---

b.
Molecular formula: C4H12O2
Method: DFT, ωB97M-V/def2-TZVPD

Each atom is followed by the atoms it is bonded to, with distances in Å.
Geometry (Å):
1 C -1.621 -0.497 0.627  C2 1.543, H5 1.089, H6 1.088, H7 1.085
2 C -1.824 -1.971 1.035  C1 1.543, C3 1.341, H8 1.093
3 C -1.191 -2.507 2.089  C2 1.341, C4 1.497, H9 1.096
4 C -1.682 -3.354 3.223  C3 1.497, H10 1.089, H11 1.073, H12 1.085
5 H -2.068 -0.398 -0.360  C1 1.089
6 H -2.339 -0.020 1.291  C1 1.088
7 H -0.593 -0.245 0.866  C1 1.085
8 H -2.755 -2.342 0.601  C2 1.093
9 H -0.201 -2.039 2.113  C3 1.096
10 H -2.761 -3.270 3.344  C4 1.089
11 H -1.468 -4.366 2.938  C4 1.073
12 H -1.254 -3.024 4.163  C4 1.085
13 O 3.223 3.069 -5.190  H14 0.965, H15 0.958
14 H 3.618 3.577 -4.471  O13 0.965
15 H 2.550 3.631 -5.577  O13 0.958
16 O 3.696 4.416 -2.427  H17 0.960, H18 0.955
17 H 3.043 3.973 -1.880  O16 0.960
18 H 3.628 5.368 -2.385  O16 0.955

The LUMO energy comes out at 0.025 hartree. Its SMILES is C/C=C/C.O.O.

---

c.
Molecular formula: C4H12O2
Method: DFT, ωB97M-V/def2-TZVPD

Each atom is followed by the atoms it is bonded to, with distances in Å.
Geometry (Å):
1 C -0.985 0.723 2.100  C2 1.598, H5 1.064, H6 1.100, H7 1.075
2 C -0.207 -0.157 1.018  C1 1.598, C3 1.566, O4 1.484, H8 1.081
3 C 0.586 -1.409 1.526  C2 1.566, H9 1.038, H10 1.024, H11 1.119
4 O -1.101 -0.722 -0.024  C2 1.484, H12 1.014
5 H -1.092 1.693 1.677  C1 1.064
6 H -0.518 0.965 3.067  C1 1.100
7 H -1.994 0.378 2.227  C1 1.075
8 H 0.304 0.453 0.285  C2 1.081
9 H 0.042 -2.234 1.211  C3 1.038
10 H 1.557 -1.390 1.203  C3 1.024
11 H 0.446 -1.465 2.634  C3 1.119
12 H -2.089 -0.814 0.189  O4 1.014
13 C 0.833 1.015 -2.694  O14 1.449, H15 1.053, H16 1.194, H17 1.082
14 O 1.392 -0.115 -3.408  C13 1.449, H18 0.964
15 H 0.856 1.127 -1.647  C13 1.053
16 H -0.334 1.064 -2.945  C13 1.194
17 H 1.382 1.834 -3.140  C13 1.082
18 H 0.923 -0.947 -3.278  O14 0.964

The LUMO energy comes out at 0.030 hartree. Its SMILES is CC(C)O.CO.

---

d.
Molecular formula: C4H12O2
Method: DFT, ωB97M-V/def2-TZVPD

Each atom is followed by the atoms it is bonded to, with distances in Å.
Geometry (Å):
1 C -0.877 -1.160 2.856  C2 1.448, H4 1.090, H5 1.090, H6 1.090
2 C -0.137 -0.017 3.348  C1 1.448, O3 1.408, H7 1.090, H8 1.090
3 O -0.433 1.173 2.658  C2 1.408, H9 0.960
4 H -0.853 -2.000 3.551  C1 1.090
5 H -0.599 -1.567 1.883  C1 1.090
6 H -1.911 -0.837 2.741  C1 1.090
7 H 0.943 -0.158 3.310  C2 1.090
8 H -0.345 0.232 4.388  C2 1.090
9 H 0.108 1.229 1.867  O3 0.960
10 C 0.396 0.459 -3.864  C11 1.488, H13 1.090, H14 1.090, H15 1.090
11 C 0.071 0.326 -2.418  C10 1.488, O12 1.432, H16 1.090, H17 1.090
12 O 1.231 0.520 -1.601  C11 1.432, H18 0.960
13 H -0.530 0.265 -4.405  C10 1.090
14 H 1.198 -0.261 -4.028  C10 1.090
15 H 0.804 1.448 -4.073  C10 1.090
16 H -0.386 -0.656 -2.297  C11 1.090
17 H -0.561 1.166 -2.128  C11 1.090
18 H 1.880 -0.162 -1.788  O12 0.960

The LUMO energy comes out at 0.029 hartree. Its SMILES is CCO.CCO.

---

Short version: d, b, a, c, most stable first.

---

a.
Molecular formula: C5H13NO
Method: DFT, ωB97M-V/def2-TZVPD

Each atom is followed by the atoms it is bonded to, with distances in Å.
Geometry (Å):
1 C -2.110 -0.209 -1.664  C2 1.531, H7 1.092, H8 1.095, H9 1.094
2 C -0.678 -0.668 -1.951  C1 1.531, C3 1.507, H10 1.086, H11 1.100
3 C 0.264 -0.574 -0.778  C2 1.507, C4 1.332, H12 1.089
4 C 1.095 0.453 -0.610  C3 1.332, N5 1.378, H13 1.085
5 N 1.995 0.608 0.421  C4 1.378, C6 1.443, H14 1.009
6 C 1.806 0.004 1.718  N5 1.443, H15 1.095, H16 1.083, H17 1.087
7 H -2.195 0.877 -1.739  C1 1.092
8 H -2.842 -0.647 -2.350  C1 1.095
9 H -2.452 -0.461 -0.655  C1 1.094
10 H -0.299 -0.079 -2.781  C2 1.086
11 H -0.688 -1.686 -2.366  C2 1.100
12 H 0.233 -1.445 -0.124  C3 1.089
13 H 1.085 1.265 -1.330  C4 1.085
14 H 2.554 1.448 0.419  N5 1.009
15 H 2.493 -0.833 1.883  C6 1.095
16 H 0.824 -0.445 1.802  C6 1.083
17 H 2.062 0.711 2.503  C6 1.087
18 O -1.729 0.370 2.050  H19 0.963, H20 0.973
19 H -1.659 -0.266 1.331  O18 0.963
20 H -0.816 0.477 2.369  O18 0.973

The LUMO energy comes out at 0.032 hartree. Its SMILES is CC/C=C/NC.O.

---

b.
Molecular formula: C5H13NO
Method: DFT, ωB97M-V/def2-TZVPD

Each atom is followed by the atoms it is bonded to, with distances in Å.
Geometry (Å):
1 C -1.235 1.097 0.114  C2 1.601, H6 1.053, H7 1.027, H8 1.102
2 C -1.441 -0.054 1.208  C1 1.601, C3 1.627, H9 1.080, H10 1.125
3 C -1.504 -1.524 0.514  C2 1.627, N4 1.537, O5 1.202
4 N -1.983 -2.431 1.658  C3 1.537, H11 1.038, H12 1.049
5 O -1.332 -2.000 -0.576  C3 1.202
6 H -0.207 1.012 -0.098  C1 1.053
7 H -1.202 2.022 0.558  C1 1.027
8 H -2.131 1.163 -0.524  C1 1.102
9 H -0.650 0.234 1.885  C2 1.080
10 H -2.433 0.317 1.588  C2 1.125
11 H -2.192 -3.372 1.274  N4 1.038
12 H -1.202 -2.378 2.357  N4 1.049
13 C 1.980 0.001 -1.249  C14 1.618, H15 1.167, H16 1.067, H17 1.128
14 C 2.428 1.547 -1.096  C13 1.618, H18 1.184, H19 1.125, H20 1.114
15 H 2.199 -0.294 -2.357  C13 1.167
16 H 2.551 -0.830 -0.898  C13 1.067
17 H 0.870 -0.173 -1.142  C13 1.128
18 H 1.517 2.045 -0.526  C14 1.184
19 H 2.543 2.055 -2.093  C14 1.125
20 H 3.425 1.564 -0.599  C14 1.114

The LUMO energy comes out at 0.032 hartree. Its SMILES is CCC(N)=O.CC.

---

Short version: a, b, most stable first.

---

a.
Molecular formula: C5H13NO
Method: DFT, ωB97M-V/def2-TZVPD

Each atom is followed by the atoms it is bonded to, with distances in Å.
Geometry (Å):
1 C 2.315 1.790 0.967  N2 1.535, H8 1.027, H9 1.134, H10 1.151
2 N 1.569 0.464 1.172  C1 1.535, C3 1.428, H11 0.982
3 C 0.996 -0.118 0.001  N2 1.428, C4 1.521, H12 1.047, H13 1.067
4 C -0.394 0.273 -0.475  C3 1.521, C5 1.567, H14 1.113, H15 1.140
5 C -1.497 -0.711 0.046  C4 1.567, C6 1.499, O7 1.457, H16 1.117
6 C -1.891 -1.695 -1.014  C5 1.499, H17 1.113, H18 1.100, H19 1.182
7 O -2.671 -0.021 0.564  C5 1.457, H20 0.955
8 H 1.596 2.513 0.845  C1 1.027
9 H 2.995 1.951 0.074  C1 1.134
10 H 2.842 2.099 1.941  C1 1.151
11 H 2.369 -0.035 1.447  N2 0.982
12 H 1.050 -1.138 0.235  C3 1.047
13 H 1.654 0.202 -0.776  C3 1.067
14 H -0.779 1.260 -0.135  C4 1.113
15 H -0.341 0.095 -1.599  C4 1.140
16 H -0.939 -1.048 0.953  C5 1.117
17 H -1.017 -2.258 -1.410  C6 1.113
18 H -2.408 -2.554 -0.561  C6 1.100
19 H -2.313 -1.270 -2.033  C6 1.182
20 H -3.134 0.201 -0.242  O7 0.955

The LUMO energy comes out at 0.038 hartree. Its SMILES is CNCC[C@H](C)O.

---

b.
Molecular formula: C5H13NO
Method: DFT, ωB97M-V/def2-TZVPD

Each atom is followed by the atoms it is bonded to, with distances in Å.
Geometry (Å):
1 C 2.560 0.367 -0.305  C2 1.548, H7 1.101, H8 1.119, H9 1.096
2 C 1.674 -0.879 -0.544  C1 1.548, C3 1.514, H10 1.104, H11 1.081
3 C 0.270 -0.838 0.023  C2 1.514, C4 1.494, C5 1.487, H12 1.087
4 C -0.201 -0.349 1.353  C3 1.494, C5 1.479, H13 1.121, H14 1.109
5 C -0.639 0.335 0.116  C3 1.487, C4 1.479, N6 1.470, H15 1.115
6 N -0.199 1.726 -0.057  C5 1.470, H16 1.052, H17 0.998
7 H 2.324 1.200 -0.986  C1 1.101
8 H 3.582 0.042 -0.623  C1 1.119
9 H 2.654 0.726 0.726  C1 1.096
10 H 2.167 -1.815 -0.227  C2 1.104
11 H 1.478 -1.002 -1.600  C2 1.081
12 H -0.218 -1.726 -0.369  C3 1.087
13 H 0.581 0.141 1.990  C4 1.121
14 H -0.805 -1.126 1.863  C4 1.109
15 H -1.635 0.123 -0.337  C5 1.115
16 H 0.005 1.919 0.957  N6 1.052
17 H 0.650 1.734 -0.581  N6 0.998
18 O -4.410 -0.081 -0.361  H19 0.969, H20 0.963
19 H -4.736 -0.109 -1.273  O18 0.969
20 H -5.102 -0.386 0.235  O18 0.963

The LUMO energy comes out at 0.032 hartree. Its SMILES is CC[C@H]1C[C@H]1N.O.

---

c.
Molecular formula: C5H13NO
Method: DFT, ωB97M-V/def2-TZVPD

Each atom is followed by the atoms it is bonded to, with distances in Å.
Geometry (Å):
1 C -0.284 1.438 0.497  C2 1.504, H7 1.067, H8 1.139, H9 1.100
2 C 0.105 0.049 0.070  C1 1.504, C3 1.525, C4 1.386
3 C -0.693 -0.682 -1.005  C2 1.525, H10 1.139, H11 1.086, H12 1.103
4 C 1.128 -0.513 0.816  C2 1.386, C5 1.508, N6 1.575
5 C 1.544 -1.953 0.975  C4 1.508, H13 1.062, H14 1.044, H15 1.230
6 N 2.015 0.510 1.622  C4 1.575, H16 1.092, H17 1.037
7 H -0.319 1.448 1.563  C1 1.067
8 H 0.542 2.141 0.147  C1 1.139
9 H -1.237 1.785 0.071  C1 1.100
10 H -0.101 -1.461 -1.587  C3 1.139
11 H -1.552 -1.188 -0.573  C3 1.086
12 H -1.096 0.065 -1.709  C3 1.103
13 H 0.841 -2.513 1.541  C5 1.062
14 H 2.486 -1.911 1.424  C5 1.044
15 H 1.678 -2.554 -0.090  C5 1.230
16 H 1.809 1.445 1.096  N6 1.092
17 H 3.043 0.379 1.569  N6 1.037
18 O -3.073 0.929 -2.405  H19 0.954, H20 0.992
19 H -3.607 1.695 -2.597  O18 0.954
20 H -3.228 0.892 -1.426  O18 0.992

The LUMO energy comes out at 0.025 hartree. Its SMILES is CC(C)=C(C)N.O.

---

Short version: b, c, a, most stable first.

---

a.
Molecular formula: C2H5N3OS2
Method: DFT, ωB97M-V/def2-TZVPD

Each atom is followed by the atoms it is bonded to, with distances in Å.
Geometry (Å):
1 H -3.266 0.662 -0.582  N2 0.990
2 N -2.478 0.119 -0.329  H1 0.990, C3 1.265
3 C -1.467 0.873 -0.427  N2 1.265, N4 1.416, H10 1.076
4 N -0.128 0.487 -0.173  C3 1.416, O5 1.403, C6 1.425
5 O 0.855 1.469 -0.373  N4 1.403, H11 1.008
6 C 0.183 -0.380 0.914  N4 1.425, S7 1.647, N8 1.387
7 S -0.737 -0.655 2.251  C6 1.647
8 N 1.464 -0.898 0.791  C6 1.387, S9 1.699, H12 1.011
9 S 2.350 -1.208 -0.626  N8 1.699, H13 1.339
10 H -1.547 1.917 -0.673  C3 1.076
11 H 1.488 1.030 -1.022  O5 1.008
12 H 1.793 -1.452 1.569  N8 1.011
13 H 1.489 -1.964 -1.320  S9 1.339

The LUMO energy comes out at 0.002 hartree. Its SMILES is [H]/N=C/N(O)C(=S)NS.

---

b.
Molecular formula: C2H5N3OS2
Method: DFT, ωB97M-V/def2-TZVPD

Each atom is followed by the atoms it is bonded to, with distances in Å.
Geometry (Å):
1 C 0.639 0.769 -0.269  C2 1.584, N9 1.377, O11 1.268
2 C -0.515 -0.284 -0.008  C1 1.584, N10 1.430, S12 1.640
3 H 2.299 -0.509 1.989  no bonds
4 H 0.964 -2.165 0.618  no bonds
5 H 2.726 0.798 -0.782  N9 1.227
6 H -1.386 1.606 0.365  N10 1.079
7 H -3.586 0.072 -1.585  no bonds
8 N 2.207 -1.065 0.612  N9 1.496
9 N 1.870 0.159 -0.179  C1 1.377, H5 1.227, N8 1.496
10 N -1.621 0.553 0.340  C2 1.430, H6 1.079, S13 1.656
11 O 0.257 1.909 -0.673  C1 1.268
12 S -0.705 -1.768 -0.677  C2 1.640
13 S -3.150 -0.076 0.251  N10 1.656

The LUMO energy comes out at -0.053 hartree.

---

c.
Molecular formula: C2H5N3OS2
Method: DFT, ωB97M-V/def2-TZVPD

Each atom is followed by the atoms it is bonded to, with distances in Å.
Geometry (Å):
1 H 3.152 -1.630 -0.407  N2 1.022
2 N 3.280 -0.629 -0.574  H1 1.022, C3 1.256
3 C 2.252 0.013 -0.246  N2 1.256, N4 1.374, S5 1.754
4 N 2.109 1.369 -0.416  C3 1.374, H10 1.038, H11 0.973
5 S 0.929 -0.836 0.533  C3 1.754, C6 1.820
6 C -0.527 0.255 0.484  S5 1.820, O7 1.191, N8 1.376
7 O -0.617 1.407 0.774  C6 1.191
8 N -1.534 -0.558 0.017  C6 1.376, S9 1.707, H12 0.951
9 S -3.136 -0.131 -0.387  N8 1.707, H13 1.310
10 H 1.195 1.783 -0.150  N4 1.038
11 H 2.862 1.822 -0.834  N4 0.973
12 H -1.237 -1.362 -0.394  N8 0.951
13 H -3.055 0.728 -1.373  S9 1.310

The LUMO energy comes out at 0.017 hartree. Its SMILES is [H]/N=C(/N)SC(=O)NS.

---

Short version: c, a, b, most stable first.